Density functional theory data (ωB97M-V/def2-TZVPD) for 7 unconnected molecules or ions with the total composition C35H81N3O11 at a distorted geometry.

Cartesian coordinates (Å):
C  -4.712  -2.262  -2.611
C  -3.992  -0.995  -3.088
C  -4.342  0.167  -2.072
C  -2.508  -1.296  -2.927
C  -2.003  -2.342  -3.966
C  -2.367  -1.962  -5.426
C  -3.874  -1.363  -5.595
C  -3.909  -0.366  -6.812
C  -4.738  -2.531  -5.787
N  -4.271  -0.565  -4.403
O  -5.654  -0.214  -4.554
H  -4.255  -3.175  -2.915
H  -4.816  -2.316  -1.542
H  -5.786  -2.299  -2.863
H  -5.378  0.258  -2.029
H  -3.905  -0.149  -1.110
H  -3.797  1.077  -2.490
H  -1.933  -0.366  -2.979
H  -2.259  -1.778  -1.985
H  -0.927  -2.211  -3.884
H  -2.323  -3.383  -3.788
H  -2.330  -2.735  -6.144
H  -1.694  -1.201  -5.814
H  -3.797  -0.837  -7.809
H  -3.065  0.338  -6.700
H  -4.831  0.126  -6.858
H  -4.638  -3.282  -5.004
H  -4.538  -3.024  -6.722
H  -5.750  -2.270  -5.950
H  -5.723  0.771  -4.440
C  -1.407  4.309  0.375
C  -0.273  5.219  -0.068
C  -0.208  6.471  0.856
C  0.944  4.333  -0.078
C  2.198  5.039  -0.710
C  1.873  5.674  -2.088
C  0.539  6.515  -2.202
C  0.817  7.929  -1.628
C  0.084  6.729  -3.684
N  -0.465  5.670  -1.503
O  -1.670  6.438  -1.641
H  -1.084  3.779  1.275
H  -2.232  4.897  0.657
H  -1.583  3.498  -0.355
H  -0.811  7.347  0.511
H  -0.558  6.145  1.860
H  0.783  6.940  1.088
H  1.209  4.103  0.967
H  0.627  3.425  -0.692
H  2.497  5.815  0.032
H  3.056  4.391  -0.784
H  1.885  4.870  -2.880
H  2.718  6.311  -2.367
H  1.117  7.879  -0.572
H  0.001  8.609  -1.757
H  1.696  8.382  -2.132
H  0.954  6.770  -4.349
H  -0.465  7.707  -3.754
H  -0.611  5.972  -4.054
H  -2.211  5.941  -2.238
C  3.906  -4.621  5.926
C  2.740  -3.636  6.220
C  1.665  -4.628  6.821
C  3.060  -2.598  7.258
C  3.991  -1.512  6.751
C  3.518  -0.837  5.403
C  3.068  -1.875  4.384
C  2.073  -1.246  3.446
C  4.305  -2.299  3.626
N  2.267  -2.998  4.994
O  2.124  -3.959  3.996
H  4.730  -4.005  5.618
H  4.155  -5.250  6.758
H  3.678  -5.322  5.109
H  2.033  -5.008  7.780
H  0.649  -4.149  7.030
H  1.494  -5.486  6.171
H  2.053  -2.310  7.654
H  3.523  -3.096  8.096
H  4.039  -0.818  7.585
H  5.031  -1.864  6.747
H  4.315  -0.174  4.981
H  2.669  -0.229  5.623
H  2.261  -0.198  3.072
H  1.224  -1.394  4.089
H  1.895  -1.829  2.507
H  4.715  -1.411  3.124
H  4.146  -2.981  2.826
H  5.109  -2.597  4.358
H  1.222  -4.016  3.642
O  1.350  -1.837  -1.451
C  1.985  -2.878  -0.683
C  3.090  -3.497  -1.523
O  2.542  -4.107  -2.693
H  1.268  -1.049  -0.858
H  2.547  -2.504  0.175
H  1.232  -3.657  -0.379
H  3.546  -4.321  -1.042
H  3.774  -2.651  -1.791
H  1.884  -3.613  -3.188
O  -3.720  -2.273  1.078
C  -4.686  -2.541  2.053
C  -4.910  -3.995  2.275
O  -5.257  -4.555  1.046
H  -2.865  -2.120  1.518
H  -4.372  -2.076  3.006
H  -5.571  -2.019  1.656
H  -5.680  -4.199  3.026
H  -3.998  -4.467  2.710
H  -4.676  -4.155  0.361
O  1.118  0.284  0.382
C  -0.270  0.713  0.548
C  -1.142  -0.532  0.569
O  -1.134  -1.346  1.754
H  1.639  1.118  0.476
H  -0.192  1.313  1.440
H  -0.616  1.381  -0.221
H  -0.886  -1.130  -0.271
H  -2.200  -0.234  0.437
H  -0.237  -1.622  1.967
O  3.342  0.854  -2.831
C  4.435  0.735  -1.971
C  4.049  0.639  -0.539
O  3.259  1.733  -0.065
H  2.980  -0.012  -2.988
H  4.996  -0.165  -2.238
H  5.058  1.624  -2.055
H  4.881  0.563  0.121
H  3.418  -0.275  -0.414
H  3.060  2.297  -0.810

Atoms 1-2, force components in eV/Å:
-1.9 0.2 0.2
-0.2 -0.5 2.9

Computed properties:
structure (SMILES): CC1(C)CCCC(C)(C)N1O.CC1(C)CCCC(C)(C)N1O.CC1(C)CCCC(C)(C)N1O.OCCO.OCCO.OCCO.OCCO
HOMO: -8.27 eV
relative energy (zero: lowest compared OMol25 entry of this formula, charge and spin): 1.405 eV
HOMO-LUMO gap: 8.64 eV
LUMO level: 0.37 eV

***

Density functional theory data (ωB97M-V/def2-TZVPD) for 7 unconnected molecules or ions with the total composition C35H81N3O11 at a distorted geometry.

Cartesian coordinates (Å):
C  -26.526  4.552  3.523
C  -26.658  3.025  3.676
C  -26.225  2.637  5.001
C  -28.162  2.688  3.447
C  -28.389  1.166  3.304
C  -27.544  0.537  2.277
C  -25.993  0.870  2.542
C  -25.499  -0.036  3.731
C  -25.204  0.463  1.367
N  -25.891  2.356  2.573
O  -24.529  2.648  2.839
H  -26.668  4.938  2.523
H  -27.297  4.993  4.124
H  -25.560  4.883  3.849
H  -26.567  1.619  5.190
H  -25.154  2.674  5.228
H  -26.694  3.210  5.827
H  -28.671  3.068  4.370
H  -28.606  3.247  2.609
H  -28.214  0.707  4.260
H  -29.432  1.019  3.151
H  -27.690  0.913  1.251
H  -27.631  -0.541  2.211
H  -25.292  -1.099  3.419
H  -26.221  -0.146  4.525
H  -24.562  0.305  4.200
H  -25.457  -0.535  1.052
H  -24.173  0.488  1.721
H  -25.354  1.029  0.471
H  -24.038  1.911  3.285
C  -23.642  -5.812  2.012
C  -23.515  -6.217  0.518
C  -22.062  -6.249  0.041
C  -24.120  -7.654  0.322
C  -25.611  -7.661  0.492
C  -26.217  -6.636  -0.400
C  -25.736  -5.174  -0.292
C  -26.193  -4.418  -1.486
C  -26.358  -4.439  0.997
N  -24.241  -5.185  -0.412
O  -23.745  -3.924  -0.452
H  -23.006  -6.455  2.552
H  -23.227  -4.779  2.270
H  -24.705  -5.876  2.331
H  -21.400  -6.994  0.510
H  -22.118  -6.383  -1.078
H  -21.677  -5.236  0.170
H  -23.783  -8.205  -0.613
H  -23.590  -8.297  1.111
H  -26.035  -8.631  0.143
H  -25.782  -7.451  1.515
H  -27.321  -6.667  -0.214
H  -25.991  -6.938  -1.456
H  -25.977  -3.297  -1.503
H  -27.301  -4.405  -1.676
H  -25.647  -4.793  -2.348
H  -26.475  -5.085  1.884
H  -27.391  -4.172  0.695
H  -25.804  -3.521  1.273
H  -23.662  -3.571  0.496
C  -22.629  3.521  -2.677
C  -22.681  3.833  -4.160
C  -24.058  4.300  -4.535
C  -21.750  4.996  -4.524
C  -21.431  5.085  -6.074
C  -20.724  3.822  -6.498
C  -21.686  2.615  -6.275
C  -22.819  2.746  -7.338
C  -20.968  1.304  -6.552
N  -22.155  2.644  -4.834
O  -23.099  1.553  -4.687
H  -21.652  3.484  -2.240
H  -23.236  4.266  -2.151
H  -23.035  2.533  -2.461
H  -24.225  5.233  -3.973
H  -24.161  4.401  -5.588
H  -24.921  3.679  -4.159
H  -22.194  5.939  -4.150
H  -20.752  4.726  -4.166
H  -22.322  5.224  -6.751
H  -20.794  5.966  -6.215
H  -19.787  3.772  -5.925
H  -20.413  3.792  -7.548
H  -23.476  1.892  -7.134
H  -22.448  2.753  -8.363
H  -23.308  3.709  -7.253
H  -19.996  1.123  -6.096
H  -20.789  1.162  -7.618
H  -21.664  0.478  -6.409
H  -23.981  1.911  -4.930
O  -21.800  0.896  2.649
C  -20.762  1.823  2.210
C  -21.414  3.150  2.006
O  -22.502  3.101  1.088
H  -21.991  0.275  1.884
H  -19.807  1.855  2.801
H  -20.413  1.562  1.174
H  -20.719  3.972  1.697
H  -21.850  3.439  2.964
H  -23.303  2.806  1.594
O  -19.629  -1.593  2.800
C  -19.704  -1.635  1.409
C  -20.532  -2.813  1.091
O  -21.754  -2.701  1.850
H  -19.757  -0.685  3.180
H  -20.170  -0.741  0.969
H  -18.662  -1.759  0.959
H  -19.995  -3.785  1.273
H  -20.781  -2.754  0.034
H  -21.488  -2.404  2.716
O  -19.197  -0.857  -5.130
C  -19.405  -2.222  -4.561
C  -18.357  -2.313  -3.367
O  -18.869  -1.631  -2.193
H  -19.862  -0.324  -4.623
H  -20.455  -2.365  -4.198
H  -19.156  -2.859  -5.433
H  -17.441  -1.808  -3.675
H  -18.160  -3.385  -3.132
H  -18.886  -0.699  -2.360
O  -21.952  0.711  -0.398
C  -22.828  -0.067  -1.289
C  -21.958  -0.751  -2.325
O  -21.045  0.114  -2.934
H  -22.348  1.546  -0.094
H  -23.421  -0.765  -0.752
H  -23.499  0.650  -1.812
H  -22.547  -1.218  -3.124
H  -21.349  -1.508  -1.810
H  -21.367  1.001  -2.879

Atoms 1-2, force components in eV/Å:
0.1 -0.5 -0.3
-1.2 1.4 -2.8

Computed properties:
structure (SMILES): CC1(C)CCCC(C)(C)N1O.CC1(C)CCCC(C)(C)N1O.CC1(C)CCCC(C)(C)N1O.OCCO.OCCO.OCCO.OCCO
HOMO: -8.17 eV
relative energy (zero: lowest compared OMol25 entry of this formula, charge and spin): 0.983 eV
HOMO-LUMO gap: 8.70 eV
LUMO level: 0.53 eV

***

Density functional theory data (ωB97M-V/def2-TZVPD) for 7 unconnected molecules or ions with the total composition C35H81N3O7 at a distorted geometry.

Cartesian coordinates (Å):
C  -3.358  -6.008  26.045
C  -2.458  -7.117  25.393
C  -2.768  -7.508  23.992
C  -0.944  -6.572  25.313
C  0.144  -7.583  25.134
C  0.173  -8.396  26.363
C  -1.229  -9.271  26.459
C  -1.261  -10.394  25.411
C  -1.232  -9.794  27.932
N  -2.346  -8.302  26.320
O  -3.569  -8.889  26.444
H  -4.392  -6.232  26.308
H  -2.789  -5.717  26.928
H  -3.417  -5.271  25.243
H  -3.798  -7.858  23.929
H  -2.636  -6.639  23.347
H  -2.261  -8.436  23.728
H  -1.036  -6.094  24.338
H  -0.725  -5.838  26.088
H  -0.062  -8.196  24.257
H  1.073  -7.039  24.958
H  0.262  -7.776  27.255
H  0.926  -9.183  26.343
H  -0.312  -10.930  25.439
H  -1.402  -9.980  24.412
H  -2.070  -11.068  25.694
H  -0.345  -10.358  28.220
H  -2.004  -10.563  27.892
H  -1.422  -9.010  28.664
H  -3.830  -8.819  27.365
C  6.992  1.759  14.192
C  7.236  3.197  14.828
C  7.289  4.275  13.682
C  6.089  3.620  15.811
C  6.120  2.980  17.171
C  7.536  3.199  17.835
C  8.736  2.829  16.894
C  9.887  3.526  17.623
C  8.961  1.355  16.990
N  8.578  3.241  15.497
O  9.698  2.940  14.726
H  7.824  1.415  13.577
H  7.194  0.957  14.902
H  6.107  1.711  13.558
H  8.023  5.075  13.781
H  7.560  3.880  12.703
H  6.261  4.594  13.509
H  6.036  4.666  16.112
H  5.151  3.227  15.419
H  5.288  3.367  17.759
H  6.003  1.900  17.093
H  7.367  2.634  18.752
H  7.602  4.264  18.060
H  10.738  3.450  16.946
H  10.335  3.010  18.472
H  9.816  4.597  17.815
H  8.198  0.606  16.778
H  9.174  1.132  18.036
H  9.795  0.965  16.406
H  9.835  3.810  14.343
C  -0.911  -10.938  16.424
C  0.335  -11.650  15.864
C  1.411  -11.605  16.904
C  -0.084  -13.122  15.562
C  1.088  -13.853  14.915
C  1.207  -13.146  13.457
C  1.500  -11.676  13.481
C  2.994  -11.468  13.549
C  0.964  -11.238  12.000
N  0.643  -11.066  14.529
O  0.753  -9.714  14.491
H  -0.731  -9.880  16.615
H  -1.740  -11.088  15.733
H  -1.172  -11.321  17.411
H  1.712  -10.649  17.331
H  1.130  -12.120  17.823
H  2.369  -12.031  16.604
H  -0.385  -13.610  16.490
H  -1.011  -13.282  15.012
H  2.002  -13.747  15.499
H  0.975  -14.934  14.995
H  0.262  -13.409  12.982
H  1.892  -13.788  12.901
H  3.503  -11.980  12.732
H  3.349  -11.714  14.549
H  3.114  -10.422  13.265
H  1.084  -12.020  11.249
H  1.502  -10.337  11.705
H  -0.091  -10.978  12.086
H  0.121  -9.331  13.878
C  3.682  -3.618  19.081
C  3.107  -4.983  19.031
O  3.675  -5.678  17.903
H  3.213  -2.997  18.318
H  4.734  -3.770  18.839
H  3.711  -3.175  20.077
H  2.017  -4.985  19.068
H  3.364  -5.610  19.885
H  3.033  -6.264  17.497
C  8.309  -11.151  20.793
C  7.230  -10.739  21.857
O  7.473  -9.543  22.475
H  9.008  -10.321  20.692
H  7.776  -11.582  19.945
H  9.059  -11.847  21.168
H  7.000  -11.525  22.577
H  6.265  -10.770  21.351
H  7.202  -8.866  21.851
C  3.815  -3.998  10.591
C  2.410  -4.092  11.284
O  2.476  -3.600  12.571
H  4.018  -2.981  10.254
H  3.878  -4.685  9.747
H  4.535  -4.281  11.358
H  2.045  -5.108  11.136
H  1.683  -3.505  10.723
H  3.066  -4.191  13.044
C  -2.220  -3.189  16.603
C  -2.050  -1.881  15.953
O  -2.074  -1.994  14.560
H  -1.872  -3.067  17.628
H  -1.617  -3.897  16.036
H  -3.220  -3.585  16.425
H  -1.066  -1.574  16.308
H  -2.715  -1.068  16.244
H  -1.159  -1.912  14.284

Atoms 1-2, force components in eV/Å:
1.1 -1.0 -1.1
2.7 -1.2 2.3

Computed properties:
structure (SMILES): CC1(C)CCCC(C)(C)N1O.CC1(C)CCCC(C)(C)N1O.CC1(C)CCCC(C)(C)N1O.CCO.CCO.CCO.CCO
HOMO: -7.94 eV
relative energy (zero: lowest compared OMol25 entry of this formula, charge and spin): 4.936 eV
HOMO-LUMO gap: 8.02 eV
LUMO level: 0.08 eV

***

Number 1: E -64594.0751 eV. Number 2: E -64594.4975 eV. Number 3: E -56401.5505 eV.